Record 1
ORCA calculation (ωB97M-V/def2-TZVPD) on 5 unconnected molecules or ions with the total composition C15H24Br10N3O3PS at a distorted geometry.

Atoms and positions in Å:
N -2.16 0.22 -4.91
C -1.07 -0.12 -4.86
C 0.34 -0.50 -4.88
N 0.80 -0.92 -3.53
C 1.50 -0.02 -3.05
S 2.49 1.20 -3.00
C 0.66 -1.55 -6.02
O -0.47 -2.24 -6.46
C 1.62 -2.52 -5.51
N 2.46 -3.15 -5.04
P 1.58 -0.69 -7.48
O 0.52 0.25 -8.29
O 2.72 0.24 -6.75
H 0.90 0.41 -5.14
H -1.04 -1.66 -6.98
H 0.27 1.08 -7.85
H 2.66 1.17 -7.02
Br 0.76 -0.54 -0.94
C -0.85 -1.34 -0.18
C -0.67 -1.57 1.30
Br 0.46 -3.12 1.64
H -1.06 -2.24 -0.74
H -1.65 -0.61 -0.36
H -1.63 -1.80 1.76
H -0.21 -0.73 1.80
Br 3.55 -1.44 2.03
C 3.52 -0.43 3.69
C 2.12 -0.11 4.11
Br 1.37 1.34 3.05
H 4.14 0.45 3.54
H 3.99 -1.08 4.43
H 2.10 0.25 5.13
H 1.44 -0.95 4.01
Br -0.80 -2.42 -9.32
C -1.47 -2.43 -11.14
C -2.57 -1.42 -11.33
Br -4.25 -2.02 -10.56
H -1.80 -3.45 -11.35
H -0.62 -2.18 -11.76
H -2.78 -1.28 -12.39
H -2.34 -0.46 -10.88
Br 0.06 3.02 6.61
C -1.32 1.81 7.26
C -0.72 0.59 7.90
Br -0.04 -0.65 6.57
H -1.95 1.58 6.41
H -1.89 2.39 7.99
H -1.48 0.04 8.45
H 0.11 0.83 8.56
Br -0.50 5.74 11.91
C -1.36 4.17 11.17
C -0.76 2.90 11.72
Br 0.97 2.52 10.91
H -1.27 4.24 10.09
H -2.40 4.25 11.45
H -1.39 2.04 11.47
H -0.61 2.93 12.79

Output
net charge: 0
E_LUMO: -0.56 eV
calculated total energy: -747103.127 eV
spin multiplicity: 1
frontier orbital gap: 8.17 eV

=====

Record 2
ORCA calculation (ωB97M-V/def2-TZVPD) on a molecular structure, C15H24CdCl6F2O16S at a distorted geometry.

Atoms and positions in Å:
Cd 1.77 -0.68 -0.33
S -0.79 -0.58 0.08
O 0.10 0.44 -0.56
O -1.54 -1.30 -0.92
O 0.28 -1.46 0.70
O -1.69 -0.04 1.10
C 1.75 2.77 -2.44
O 3.14 2.59 -2.25
C 3.63 1.51 -1.68
O 2.96 0.52 -1.47
O 4.90 1.55 -1.42
C 5.77 2.57 -1.91
H 1.32 1.85 -2.85
H 1.63 3.52 -3.21
H 1.20 2.96 -1.52
H 5.50 3.55 -1.54
H 5.79 2.47 -3.00
H 6.80 2.36 -1.66
C 3.24 -0.71 3.86
O 2.87 0.64 3.58
C 2.49 0.96 2.39
O 2.59 0.26 1.40
O 1.98 2.19 2.44
C 1.61 2.81 1.24
H 4.17 -0.91 3.31
H 2.46 -1.34 3.44
H 3.47 -0.87 4.91
H 0.91 2.19 0.69
H 2.48 3.03 0.60
H 1.15 3.78 1.43
C -0.14 -4.47 -0.81
C -1.40 -4.50 -1.66
O -2.05 -5.62 -1.09
C -1.13 -6.50 -0.68
O -1.33 -7.61 -0.30
O 0.09 -5.88 -0.58
F -1.14 -4.72 -2.97
H -0.30 -3.99 0.16
H 0.71 -4.07 -1.36
H -2.09 -3.68 -1.49
C -2.33 3.01 0.22
C -2.76 2.62 -1.19
O -2.22 3.71 -1.93
C -2.06 4.78 -1.13
O -1.78 5.89 -1.48
O -2.36 4.44 0.14
F -4.13 2.72 -1.18
H -1.36 2.53 0.36
H -2.98 2.71 1.04
H -2.43 1.73 -1.72
C -0.88 -0.04 3.99
Cl -1.31 1.48 4.83
Cl 0.18 -1.05 4.99
H -1.76 -0.62 3.74
H -0.34 0.25 3.09
C -3.57 -1.14 -3.06
Cl -3.55 -2.39 -4.35
Cl -4.90 -0.07 -3.12
H -3.55 -1.60 -2.08
H -2.64 -0.60 -3.24
C -3.21 -2.71 1.66
Cl -4.13 -3.72 0.51
Cl -3.77 -2.76 3.31
H -2.19 -3.08 1.61
H -3.10 -1.68 1.33

Output
net charge: 0
E_LUMO: -1.38 eV
calculated total energy: -144672.998 eV
spin multiplicity: 1
frontier orbital gap: 8.94 eV

=====

Record 3
ORCA calculation (ωB97M-V/def2-TZVPD) on a molecular structure, C15H24CdCl6F2O16S at a distorted geometry.

Atoms and positions in Å:
Cd -0.61 1.27 -2.10
S 0.41 0.22 0.06
O 0.06 1.62 -0.28
O 1.79 0.01 0.40
O -0.53 -0.29 1.05
O 0.02 -0.40 -1.25
C 2.93 2.92 -1.03
O 3.45 2.21 -2.15
C 2.60 1.59 -2.92
O 1.40 1.53 -2.78
O 3.27 1.12 -3.95
C 2.56 0.24 -4.83
H 2.34 3.79 -1.33
H 3.77 3.28 -0.44
H 2.32 2.29 -0.38
H 3.07 0.14 -5.78
H 1.56 0.64 -5.01
H 2.42 -0.73 -4.35
C -5.17 2.36 -1.91
O -4.94 0.95 -1.98
C -3.76 0.46 -1.68
O -2.72 1.11 -1.68
O -3.95 -0.81 -1.42
C -2.79 -1.66 -1.27
H -6.21 2.53 -2.19
H -4.49 2.87 -2.58
H -5.08 2.74 -0.90
H -1.99 -1.24 -0.67
H -2.38 -1.91 -2.25
H -3.17 -2.56 -0.79
C 1.82 -0.14 3.48
C 0.39 0.35 3.84
O 0.70 0.93 5.09
C 1.74 0.27 5.67
O 2.08 0.43 6.80
O 2.30 -0.53 4.77
F -0.49 -0.67 3.92
H 2.53 0.52 2.99
H 1.77 -1.03 2.86
H 0.05 1.00 3.04
C 3.06 -3.08 -0.05
C 3.97 -2.00 -0.59
O 3.26 -1.70 -1.82
C 2.40 -2.69 -2.12
O 1.64 -2.70 -3.03
O 2.52 -3.69 -1.21
F 5.18 -2.54 -0.95
H 2.27 -2.58 0.51
H 3.55 -3.77 0.63
H 4.11 -1.09 -0.02
C -2.23 3.34 1.09
Cl -2.56 3.31 2.82
Cl -3.22 4.45 0.14
H -1.20 3.66 0.97
H -2.38 2.35 0.68
C -3.35 -0.17 2.25
Cl -3.25 -1.94 2.49
Cl -5.01 0.45 2.09
H -2.84 0.28 3.09
H -2.85 0.04 1.32
C -0.44 -3.32 1.12
Cl 0.29 -4.32 2.42
Cl -1.15 -4.38 -0.11
H -1.19 -2.62 1.48
H 0.33 -2.70 0.70

Output
net charge: 0
E_LUMO: -1.73 eV
calculated total energy: -144673.280 eV
spin multiplicity: 1
frontier orbital gap: 8.59 eV

=====

Record 4
ORCA calculation (ωB97M-V/def2-TZVPD) on a molecular structure, C15H24Cl2HfNO2P at a distorted geometry.

Atoms and positions in Å:
C -1.87 -3.72 -0.35
C -1.63 -2.87 -1.42
C -0.88 -1.68 -1.26
C -0.38 -1.33 0.00
C -0.67 -2.17 1.09
C -1.37 -3.37 0.91
C -0.53 -0.91 -2.53
C -0.69 0.62 -2.55
N -0.71 1.32 -1.22
Hf 1.05 0.57 0.09
C -0.16 -1.84 2.47
P 0.17 0.03 2.57
H -2.04 -3.11 -2.40
H -1.53 -4.00 1.79
H -2.40 -4.67 -0.48
H 0.82 -2.31 2.64
H -0.84 -2.14 3.28
H 0.50 -1.17 -2.86
H -1.20 -1.24 -3.36
H 0.13 1.06 -3.14
C 0.90 0.02 4.24
C -1.52 0.59 3.04
H -1.66 0.90 -3.01
C -2.04 1.22 -0.56
C -0.51 2.77 -1.49
H 1.96 -0.47 1.18
H -2.76 1.68 -1.26
H -2.34 0.19 -0.37
H -2.04 1.76 0.39
H -1.37 3.11 -2.10
H -0.47 3.35 -0.56
H 0.42 2.95 -2.04
H -1.83 0.21 4.03
H -1.56 1.69 3.06
H -2.28 0.28 2.31
H 0.25 -0.51 4.95
H 1.88 -0.48 4.21
H 1.08 1.05 4.56
H 0.64 1.83 1.27
Cl 4.94 -0.14 -2.46
C 4.15 1.43 -2.72
Cl 2.74 1.31 -3.81
C 3.72 1.93 -1.33
O 4.42 2.76 -0.79
O 2.62 1.36 -0.82
H 4.87 2.14 -3.16

Output
net charge: +2
E_LUMO (spin up / spin down): -11.39 / -11.40 eV
calculated total energy: -57149.892 eV
spin multiplicity: 1
frontier orbital gap (spin up / spin down): 4.35 / 4.34 eV

=====

Record 5
ORCA calculation (ωB97M-V/def2-TZVPD) on a molecular structure, C15H24CoN3O3S6Te4 at a distorted geometry.

Atoms and positions in Å:
Co 1.99 -1.93 -0.43
Te 2.69 -3.79 2.02
Te 5.28 -4.59 2.05
Te 5.42 -1.90 0.74
Te 4.18 -3.70 -0.70
O -0.39 -4.15 0.45
C -0.67 -2.93 0.99
O 0.17 -2.05 0.92
C -1.96 -2.90 1.81
N -2.69 -4.19 1.64
C -4.13 -3.93 1.72
C -4.24 -2.57 1.02
C -2.97 -1.80 1.48
H -1.71 -2.72 2.92
H -2.41 -4.86 2.31
H -1.21 -4.68 0.50
H -4.45 -3.79 2.79
H -4.72 -4.69 1.25
H -5.17 -2.08 1.34
H -4.31 -2.76 -0.05
H -3.22 -1.15 2.34
H -2.55 -1.09 0.75
C -2.68 2.15 -2.10
S -1.08 1.24 -2.34
C -1.54 -0.43 -2.50
C -0.55 -1.37 -2.48
S 1.13 -1.08 -2.30
S -1.11 -3.01 -2.71
C -2.84 -2.69 -2.89
S -3.94 -3.89 -3.25
S -3.20 -0.99 -2.70
H -2.33 3.13 -1.74
H -3.48 1.67 -1.43
H -3.10 2.30 -3.12
C 3.41 4.12 -2.65
N 2.64 4.70 -1.51
C 1.56 5.60 -1.53
C 1.33 5.92 -0.21
N 2.22 5.26 0.61
C 3.07 4.47 -0.22
S 4.31 3.50 0.35
H 3.46 4.86 -3.45
H 2.95 3.16 -2.88
H 4.41 3.97 -2.27
H 1.03 5.85 -2.42
H 0.59 6.59 0.19
H 2.44 5.33 1.62
C 2.24 1.36 2.58
C 1.56 0.66 1.45
O 2.44 -0.33 0.86
H 1.55 2.06 3.07
H 3.12 1.90 2.16
H 2.55 0.60 3.33
H 1.22 1.36 0.61
H 0.69 0.09 1.85
H 2.97 0.17 0.20

Output
net charge: -1
E_LUMO (spin up / spin down): 1.89 / 1.89 eV
calculated total energy: -158368.901 eV
spin multiplicity: 4
frontier orbital gap (spin up / spin down): 4.88 / 4.88 eV